1.
ORCA calculation (ωB97M-V/def2-TZVPD) on a 2-piece molecular cluster, C4H4N2O overall.

Energy (Eh): -339.482479
Orbital gap (eV): 11.1
ΔE to the lowest compared entry with this formula, charge and spin (eV): 2.699
2S+1: 1
SMILES: [H]/N=C/N=C=O.C#C

Cartesian coordinates (Å):
O1 -2.10 1.42 0.17
C1 -1.01 1.43 -0.26
C2 -1.74 -1.84 0.70
C3 -0.55 -1.74 0.86
N1 1.69 0.21 0.13
C4 1.33 1.04 -0.75
N2 0.05 1.58 -0.83
H1 -2.80 -1.91 0.57
H2 0.50 -1.57 0.98
H3 2.66 -0.05 -0.02
H4 1.97 1.43 -1.55

Atomic partial charges in e from the Mulliken method, atoms 1 to 6: atom 1 (O): -0.372, atom 2 (C): 0.629, atom 3 (C): -0.491, atom 4 (C): -0.277, atom 5 (N): -0.532, atom 6 (C): 0.068

***

2.
ORCA calculation (ωB97M-V/def2-TZVPD) on a 3-piece molecular cluster, C6H10O overall.

Energy (Eh): -309.624160
Orbital gap (eV): 8.8
ΔE to the lowest compared entry with this formula, charge and spin (eV): 5.938
2S+1: 1
SMILES: C=CO.C#C.C=C

Cartesian coordinates (Å):
O1 -0.46 1.89 1.55
C1 -1.07 0.75 1.12
C2 -1.45 0.56 -0.18
C3 0.31 0.30 -1.57
C4 1.18 -0.72 -1.26
C5 1.07 -1.55 0.69
C6 0.42 -1.01 1.59
H1 -0.06 2.32 0.78
H2 -1.52 0.21 1.94
H3 -1.61 1.42 -0.82
H4 -2.02 -0.33 -0.41
H5 0.62 1.33 -1.42
H6 -0.46 0.15 -2.32
H7 1.05 -1.68 -1.74
H8 2.20 -0.47 -0.98
H9 1.76 -2.31 0.40
H10 0.12 -0.95 2.62

Atomic partial charges in e from the Mulliken method, atoms 1 to 6: atom 1 (O): -0.543, atom 2 (C): 0.019, atom 3 (C): -1.162, atom 4 (C): -0.594, atom 5 (C): -0.715, atom 6 (C): -0.338

***

3.
ORCA calculation (ωB97M-V/def2-TZVPD) on C19H28F5O3TeTl as an isolated structure.

Energy (Eh): -1906.107214
Orbital gap (spin up / spin down) (eV): 6.1 / 6.0
2S+1: 1

Cartesian coordinates (Å):
O1 0.15 2.40 -1.13
C1 -1.23 2.87 -1.10
C2 -0.86 4.06 -1.98
H1 -1.54 3.15 -0.07
H2 -1.96 2.19 -1.54
C3 0.61 3.65 -1.70
H3 -1.21 4.99 -1.56
H4 -1.15 3.93 -3.03
C4 1.28 4.52 -0.64
H5 0.54 4.87 0.10
H6 1.74 5.39 -1.12
H7 2.06 3.96 -0.11
C5 1.49 3.35 -2.88
H8 0.90 2.88 -3.67
H9 2.31 2.69 -2.56
H10 1.91 4.28 -3.26
Tl1 -3.48 0.34 1.66
C6 -0.04 -1.74 -1.45
C7 -1.42 -1.84 -1.10
C8 -2.08 -0.67 -1.55
H11 -1.88 -2.67 -0.59
C9 -1.12 0.12 -2.26
C10 0.15 -0.50 -2.13
H12 1.10 -0.11 -2.51
H13 0.74 -2.46 -1.23
H14 -3.13 -0.41 -1.41
H15 -1.32 1.01 -2.86
C11 1.79 -0.74 1.53
C12 2.56 -0.10 0.52
C13 2.05 1.22 0.36
H16 3.41 -0.52 -0.04
C14 0.95 1.40 1.26
C15 0.80 0.19 1.99
H17 0.04 0.03 2.75
H18 1.91 -1.77 1.87
H19 2.45 1.96 -0.33
H20 0.32 2.28 1.38
O2 -3.31 5.46 -0.11
C16 -2.74 6.60 -0.86
C17 -3.65 7.83 -0.78
H21 -2.65 6.30 -1.93
H22 -1.73 6.82 -0.45
C18 -4.91 7.33 -0.11
H23 -3.84 8.20 -1.79
H24 -3.15 8.62 -0.22
C19 -4.58 5.91 0.42
H25 -5.74 7.27 -0.82
H26 -5.21 7.99 0.71
H27 -5.35 5.18 0.11
H28 -4.50 5.93 1.53
F1 -1.71 -4.22 2.35
Te1 -1.73 -2.45 3.01
F2 -0.68 -2.07 1.47
F3 -3.34 -2.37 1.86
F4 -2.71 -3.04 4.54
F5 -0.05 -2.66 3.86
O3 -1.87 -0.63 3.34

Atomic partial charges in e from the Mulliken method, atoms 1 to 6: atom 1 (O): -0.126, atom 2 (C): -0.454, atom 3 (C): -0.150, atom 4 (H): 0.044, atom 5 (H): 0.322, atom 6 (C): 1.240

***

4.
ORCA calculation (ωB97M-V/def2-TZVPD) on C25H25BiN8O2S2 as an isolated structure.

Energy (Eh): -2567.119579
Orbital gap (eV): 8.0
2S+1: 1

Cartesian coordinates (Å):
Bi1 -0.03 0.23 0.07
C1 -0.38 3.55 0.99
C2 -1.70 3.01 1.56
N1 -2.06 1.78 0.90
C3 -2.98 0.94 1.64
C4 -2.27 0.07 2.65
C5 -3.01 -0.80 3.45
C6 -2.32 -1.71 4.24
C7 -0.93 -1.72 4.20
C8 -0.28 -0.78 3.41
C9 1.24 -0.75 3.35
N2 1.79 -0.04 2.21
C10 2.28 1.30 2.47
C11 1.14 2.32 2.46
N3 0.67 2.55 1.11
N4 -0.95 0.10 2.68
H1 -0.12 4.48 1.51
H2 -0.52 3.77 -0.07
H3 -2.47 3.79 1.44
H4 -1.59 2.81 2.63
H5 -2.41 1.96 -0.04
H6 -3.44 0.24 0.93
H7 -3.77 1.52 2.12
H8 -4.08 -0.79 3.43
H9 -2.85 -2.41 4.86
H10 -0.37 -2.45 4.76
H11 1.57 -1.80 3.31
H12 1.61 -0.33 4.30
H13 2.49 -0.59 1.75
H14 2.99 1.56 1.68
H15 2.81 1.36 3.43
H16 1.48 3.25 2.94
H17 0.31 1.91 3.04
H18 1.46 2.79 0.51
O1 -2.07 -1.21 -0.11
N5 -1.88 -2.37 -0.60
N6 -0.72 -2.68 -1.01
O2 0.33 -1.89 -0.99
C12 -0.53 -3.99 -1.50
C13 0.67 -4.29 -2.14
C14 0.91 -5.58 -2.57
C15 -0.03 -6.57 -2.36
C16 -1.24 -6.26 -1.75
C17 -1.49 -4.97 -1.31
H19 1.39 -3.50 -2.29
H20 1.85 -5.80 -3.06
H21 0.18 -7.58 -2.66
H22 -1.97 -7.04 -1.58
H23 -2.42 -4.72 -0.82
S1 2.26 0.79 -1.00
C18 1.80 1.71 -2.41
C19 2.83 2.33 -3.12
C20 2.60 3.04 -4.28
C21 3.67 3.72 -4.89
N7 4.57 4.30 -5.32
C22 1.29 3.10 -4.80
C23 0.25 2.52 -4.08
C24 0.48 1.86 -2.88
S2 -0.95 1.26 -2.05
C25 1.03 3.71 -6.04
N8 0.82 4.18 -7.07
H24 3.83 2.24 -2.73
H25 -0.76 2.59 -4.45

Atomic partial charges in e from the Mulliken method, atoms 1 to 6: atom 1 (Bi): 2.230, atom 2 (C): -1.097, atom 3 (C): -0.768, atom 4 (N): -0.241, atom 5 (C): -1.654, atom 6 (C): 0.924

***

5.
ORCA calculation (ωB97M-V/def2-TZVPD) on one molecule with the formula C4H9N3O.

Energy (Eh): -397.196999
Orbital gap (spin up / spin down) (eV): 7.7 / 7.7
ΔE to the lowest compared entry with this formula, charge and spin (eV): 4.181
2S+1: 1
SMILES: C/C=C(/N)C(=O)NN

Cartesian coordinates (Å):
C1 -0.05 1.22 1.69
N1 -1.33 -0.41 -0.14
C2 -0.18 -1.37 -0.10
C3 0.91 -0.46 -0.05
N2 -1.85 -0.06 -1.42
N3 2.16 -0.68 -0.61
C4 0.37 0.80 0.30
O1 -0.34 -2.58 -0.19
H1 -2.11 -0.68 0.46
H2 -1.18 0.59 -1.84
H3 -1.83 -0.90 -2.01
H4 2.90 -0.03 -0.40
H5 2.21 -1.12 -1.52
H6 0.71 1.66 -0.29
H7 -0.41 0.37 2.27
H8 0.83 1.64 2.20
H9 -0.81 2.00 1.65

Atomic partial charges in e from the Mulliken method, atoms 1 to 6: atom 1 (C): -1.259, atom 2 (N): 0.025, atom 3 (C): 0.242, atom 4 (C): 0.371, atom 5 (N): -0.706, atom 6 (N): -0.470

***

6.
ORCA calculation (ωB97M-V/def2-TZVPD) on C4H10O2 as an isolated structure.

Energy (Eh): -308.768096
Orbital gap (eV): 10.2
ΔE to the lowest compared entry with this formula, charge and spin (eV): 3.539
2S+1: 1

Cartesian coordinates (Å):
C1 -2.00 0.22 0.55
C2 -0.61 -0.27 0.25
O1 -0.36 -1.53 0.37
C3 0.17 0.42 -0.88
C4 1.66 0.02 -0.73
O2 1.85 -0.65 0.53
H1 -2.37 -0.26 1.46
H2 -2.04 1.31 0.66
H3 -2.65 -0.08 -0.29
H4 0.13 0.42 1.34
H5 1.05 -1.38 0.48
H6 0.03 1.50 -0.84
H7 -0.23 0.05 -1.83
H8 2.33 0.88 -0.75
H9 1.97 -0.68 -1.51
H10 1.07 0.04 1.20

Atomic partial charges in e from the Mulliken method, atoms 1 to 6: atom 1 (C): -1.405, atom 2 (C): 0.604, atom 3 (O): -0.764, atom 4 (C): -0.547, atom 5 (C): -0.304, atom 6 (O): -0.621

***

The following strongest force on any atom values (in eV/A) correspond, in order, to the records above: 0.91 0.62 3.25 1.05 1.97 0.37.